{"formula": "C58H125N3O10", "method": "ωB97M-V/def2-TZVPD", "elements": ["C", "C", "C", "O", "C", "H", "H", "H", "H", "H", "H", "H", "H", "C", "C", "C", "O", "C", "H", "H", "H", "H", "H", "H", "H", "H", "C", "C", "C", "O", "C", "H", "H", "H", "H", "H", "H", "H", "H", "C", "C", "C", "O", "C", "H", "H", "H", "H", "H", "H", "H", "H", "C", "C", "C", "O", "C", "H", "H", "H", "H", "H", "H", "H", "H", "C", "C", "C", "O", "C", "H", "H", "H", "H", "H", "H", "H", "H", "C", "C", "C", "O", "C", "H", "H", "H", "H", "H", "H", "H", "H", "C", "C", "C", "O", "C", "H", "H", "H", "H", "H", "H", "H", "H", "C", "C", "C", "O", "C", "H", "H", "H", "H", "H", "H", "H", "H", "C", "C", "C", "O", "C", "H", "H", "H", "H", "H", "H", "H", "H", "C", "C", "N", "C", "C", "C", "C", "H", "H", "H", "H", "H", "H", "H", "H", "H", "H", "H", "H", "H", "H", "H", "C", "C", "N", "C", "C", "C", "C", "H", "H", "H", "H", "H", "H", "H", "H", "H", "H", "H", "H", "H", "H", "H", "C", "C", "N", "C", "C", "C", "C", "H", "H", "H", "H", "H", "H", "H", "H", "H", "H", "H", "H", "H", "H", "H"], "positions_angstrom": [[6.04, -7.47, 12.59], [7.07, -6.88, 11.67], [7.46, -5.56, 12.35], [7.44, -5.95, 13.70], [6.39, -6.93, 13.98], [6.03, -8.56, 12.58], [5.08, -7.07, 12.25], [6.77, -6.63, 10.66], [7.94, -7.54, 11.72], [6.57, -4.95, 12.21], [8.36, -5.02, 12.08], [5.45, -6.56, 14.37], [6.89, -7.69, 14.58], [11.81, 0.54, 7.54], [12.49, 0.17, 6.15], [13.88, -0.30, 6.66], [13.92, -0.12, 8.03], [12.94, 0.79, 8.51], [11.18, -0.31, 7.82], [11.17, 1.41, 7.45], [12.66, 1.04, 5.50], [11.99, -0.56, 5.52], [14.61, 0.29, 6.10], [14.17, -1.33, 6.45], [13.31, 1.81, 8.45], [12.71, 0.55, 9.55], [17.88, -0.46, 6.97], [18.09, 0.99, 6.67], [18.99, 1.63, 7.73], [19.08, 0.48, 8.61], [18.94, -0.76, 8.05], [17.83, -1.07, 6.07], [16.91, -0.67, 7.41], [17.13, 1.48, 6.52], [18.47, 1.24, 5.69], [18.66, 2.48, 8.33], [20.00, 1.77, 7.34], [18.55, -1.55, 8.68], [19.89, -1.19, 7.72], [10.89, -0.94, 11.60], [9.90, -0.73, 12.73], [10.41, -1.83, 13.65], [11.77, -1.57, 13.59], [12.19, -1.30, 12.29], [10.87, -0.16, 10.84], [10.71, -1.92, 11.14], [8.84, -0.78, 12.48], [9.98, 0.30, 13.07], [10.24, -2.78, 13.14], [9.97, -1.82, 14.65], [12.70, -2.16, 11.86], [12.86, -0.43, 12.27], [16.90, 1.95, 11.14], [16.15, 2.66, 12.25], [14.97, 1.70, 12.68], [14.65, 1.31, 11.34], [15.77, 1.15, 10.42], [17.65, 1.26, 11.52], [17.44, 2.53, 10.40], [15.80, 3.63, 11.93], [16.90, 2.84, 13.03], [14.16, 2.24, 13.18], [15.15, 0.80, 13.26], [15.56, 1.58, 9.44], [15.96, 0.08, 10.35], [19.21, -4.64, 5.43], [17.74, -4.55, 5.09], [17.14, -5.40, 6.27], [18.17, -6.28, 6.61], [19.39, -6.06, 5.91], [19.44, -3.95, 6.25], [19.88, -4.32, 4.64], [17.46, -4.93, 4.11], [17.31, -3.55, 5.14], [16.21, -5.87, 5.96], [16.88, -4.71, 7.08], [19.37, -6.88, 5.19], [20.23, -6.17, 6.60], [12.19, -5.56, 8.94], [11.79, -6.18, 7.59], [12.47, -5.25, 6.64], [13.75, -4.93, 7.24], [13.70, -5.17, 8.64], [12.06, -6.37, 9.65], [11.58, -4.72, 9.27], [10.71, -6.26, 7.44], [12.25, -7.16, 7.47], [11.80, -4.40, 6.49], [12.56, -5.82, 5.71], [13.98, -4.28, 9.21], [14.33, -6.02, 8.89], [7.72, -0.72, 9.09], [6.88, 0.19, 8.22], [6.74, -0.72, 7.00], [6.87, -2.07, 7.45], [7.16, -2.10, 8.81], [7.59, -0.49, 10.15], [8.78, -0.66, 8.84], [7.19, 1.23, 8.06], [5.87, 0.21, 8.63], [7.39, -0.47, 6.16], [5.70, -0.68, 6.68], [7.81, -2.91, 9.14], [6.24, -2.24, 9.38], [11.12, -8.93, 13.62], [12.56, -8.81, 13.99], [13.09, -7.90, 12.97], [11.97, -7.01, 12.87], [10.71, -7.63, 12.97], [10.53, -9.19, 14.50], [11.12, -9.75, 12.90], [13.15, -9.72, 14.00], [12.57, -8.37, 14.99], [13.21, -8.49, 12.06], [13.97, -7.34, 13.27], [10.14, -7.73, 12.05], [10.09, -7.01, 13.61], [10.27, -5.17, 2.97], [10.11, -6.49, 3.73], [9.45, -7.30, 2.58], [9.91, -6.76, 1.39], [10.70, -5.64, 1.63], [10.88, -4.38, 3.40], [9.35, -4.64, 2.75], [9.46, -6.55, 4.60], [10.97, -7.03, 4.14], [8.37, -7.16, 2.52], [9.67, -8.37, 2.62], [10.70, -4.95, 0.79], [11.73, -5.99, 1.69], [13.25, -11.77, 9.01], [11.87, -12.21, 8.74], [10.92, -11.16, 8.21], [10.69, -10.07, 9.15], [9.78, -10.52, 10.24], [11.27, -10.73, 6.85], [9.98, -10.47, 6.03], [13.12, -10.97, 9.73], [13.70, -11.40, 8.09], [13.83, -12.57, 9.46], [11.96, -13.03, 8.02], [11.38, -12.64, 9.61], [10.07, -9.41, 8.54], [11.52, -9.40, 9.38], [8.75, -10.65, 9.93], [9.55, -9.76, 11.00], [10.07, -11.52, 10.56], [11.83, -9.80, 6.96], [11.78, -11.55, 6.35], [10.17, -10.08, 5.03], [9.38, -11.38, 5.89], [9.30, -9.77, 6.51], [13.90, -4.03, 14.23], [14.74, -3.90, 12.98], [16.18, -3.68, 13.24], [16.57, -2.33, 13.78], [17.69, -2.46, 14.76], [17.09, -4.19, 12.19], [16.93, -3.31, 10.94], [13.93, -3.11, 14.81], [14.41, -4.78, 14.82], [12.85, -4.28, 14.07], [14.67, -4.84, 12.44], [14.25, -3.17, 12.34], [16.85, -1.65, 12.97], [15.74, -1.84, 14.27], [18.16, -1.54, 15.11], [17.36, -3.02, 15.63], [18.46, -2.99, 14.19], [16.84, -5.20, 11.88], [18.17, -4.25, 12.28], [15.91, -3.27, 10.56], [17.46, -3.87, 10.17], [17.38, -2.31, 10.98], [12.43, -10.01, 2.81], [13.51, -11.13, 2.72], [14.71, -10.73, 3.48], [15.47, -9.49, 3.03], [16.07, -9.67, 1.67], [15.59, -11.89, 3.78], [15.00, -12.87, 4.80], [12.75, -9.00, 2.57], [12.04, -9.94, 3.82], [11.62, -10.20, 2.11], [13.14, -12.06, 3.15], [13.67, -11.46, 1.69], [14.75, -8.67, 3.15], [16.34, -9.25, 3.64], [15.23, -9.69, 0.98], [16.54, -8.71, 1.49], [16.71, -10.54, 1.51], [16.50, -11.49, 4.21], [15.89, -12.39, 2.86], [14.34, -12.37, 5.50], [15.74, -13.55, 5.23], [14.44, -13.64, 4.27]], "mulliken_charge": [-0.771, 0.264, -0.440, -0.411, -0.439, 0.343, 0.307, 0.509, -0.492, 0.340, 0.261, 0.251, 0.338, -0.282, -0.842, -0.191, -0.273, 0.031, -0.056, 0.489, 0.283, 0.301, 0.054, 0.356, 0.307, -0.211, 0.308, -0.729, -0.289, -0.460, -0.199, 0.210, -0.189, 0.274, 0.415, 0.202, 0.235, 0.024, 0.243, -0.160, -0.836, -0.307, -0.392, 1.155, 0.438, -0.131, 0.308, 0.355, 0.079, 0.380, -0.292, -0.659, -0.163, -0.770, -0.223, -0.350, 0.022, 0.282, 0.042, 0.288, 0.380, 0.301, 0.047, 0.073, 0.040, -0.188, -0.527, 0.208, -0.465, -0.510, -0.046, 0.419, 0.325, 0.190, 0.169, -0.080, 0.256, 0.279, -0.078, -0.361, -0.354, -0.434, -0.062, -0.029, 0.091, 0.607, -0.155, 0.165, 0.209, 0.018, 0.274, 0.359, -0.669, -0.474, -0.417, -0.489, 0.159, -0.232, 0.355, 0.278, 0.284, 0.301, 0.302, 0.262, -0.551, -0.780, -0.144, -0.308, 0.354, 0.472, 0.081, 0.388, 0.269, 0.117, 0.221, -0.264, 0.143, -0.487, -0.062, -0.442, -0.412, -0.434, 0.355, 0.262, 0.297, -0.023, 0.342, 0.136, 0.322, 0.197, -0.609, -0.663, 0.185, -0.360, -1.007, 0.066, -1.206, -0.003, 0.156, 0.408, 0.420, 0.380, 0.180, 0.360, 0.336, 0.069, 0.243, -0.033, 0.312, 0.178, 0.307, 0.322, -1.402, 0.115, 0.333, 0.237, -1.437, -1.027, -0.653, 0.354, 0.488, 0.199, 0.245, -0.061, -0.142, 0.334, 0.404, 0.296, 0.251, 0.433, 0.309, 0.054, 0.476, 0.239, -0.789, -0.841, 0.295, -0.559, -1.122, -0.594, -1.306, 0.181, -0.042, 0.526, 0.392, 0.394, 0.257, 0.387, 0.273, 0.450, 0.241, 0.437, 0.320, 0.223, 0.442, 0.378], "de_lowest_kj_mol": 381.10}

***

{"formula": "C14H25BrInN6OS", "method": "ωB97M-V/def2-TZVPD", "elements": ["C", "O", "C", "In", "S", "Br", "H", "H", "H", "H", "H", "H", "H", "C", "C", "N", "H", "H", "H", "C", "C", "N", "H", "H", "H", "C", "C", "N", "H", "H", "H", "C", "C", "N", "H", "H", "H", "C", "C", "N", "H", "H", "H", "C", "C", "N", "H", "H", "H"], "positions_angstrom": [[-1.67, 0.61, 2.06], [-1.74, -0.88, 1.98], [-2.99, -1.29, 1.25], [-4.71, -0.33, 2.36], [-5.45, 1.65, 0.98], [-6.81, -1.88, 2.71], [-2.02, 0.94, 3.13], [-2.28, 1.14, 1.21], [-0.54, 0.94, 1.92], [-3.02, -2.46, 1.20], [-2.88, -0.81, 0.17], [-4.19, 0.35, 3.96], [-4.70, 1.55, -0.22], [0.91, -1.25, -0.53], [0.57, 0.22, -0.30], [0.29, 1.43, -0.11], [0.01, -1.86, -0.43], [1.33, -1.38, -1.54], [1.65, -1.58, 0.20], [1.12, 4.09, -2.21], [1.05, 3.96, -3.73], [0.99, 3.85, -4.98], [0.39, 4.83, -1.87], [0.90, 3.13, -1.75], [2.12, 4.42, -1.91], [5.01, -2.14, -2.05], [4.11, -3.36, -1.90], [3.38, -4.37, -1.77], [5.88, -2.23, -1.40], [5.34, -2.05, -3.09], [4.45, -1.24, -1.77], [6.23, 2.32, -1.70], [6.13, 1.23, -2.75], [6.05, 0.32, -3.63], [6.15, 3.30, -2.17], [5.42, 2.21, -0.97], [7.18, 2.25, -1.17], [-3.92, -1.15, -3.12], [-3.30, -2.14, -2.15], [-2.78, -2.96, -1.35], [-4.10, -1.63, -4.08], [-4.87, -0.78, -2.72], [-3.25, -0.30, -3.26], [-1.79, -1.63, 6.18], [-2.13, -0.16, 6.40], [-2.41, 1.05, 6.59], [-2.69, -2.24, 6.27], [-1.37, -1.76, 5.17], [-1.05, -1.96, 6.91]], "nbo_charge": [-0.305, -0.633, -0.519, 1.012, -0.698, -0.598, 0.206, 0.200, 0.191, 0.209, 0.158, -0.342, 0.125, -0.720, 0.341, -0.413, 0.292, 0.247, 0.252, -0.722, 0.294, -0.363, 0.258, 0.289, 0.240, -0.715, 0.280, -0.343, 0.249, 0.275, 0.252, -0.714, 0.299, -0.358, 0.259, 0.260, 0.255, -0.714, 0.295, -0.348, 0.246, 0.267, 0.254, -0.716, 0.298, -0.348, 0.258, 0.269, 0.237], "charge": -1}

***

{"formula": "C26H25ClN8O9P", "method": "ωB97M-V/def2-TZVPD", "elements": ["O", "P", "N", "C", "N", "C", "N", "N", "Cl", "H", "H", "H", "H", "H", "C", "C", "C", "C", "C", "C", "N", "O", "O", "H", "H", "H", "H", "H", "C", "C", "C", "C", "C", "C", "N", "O", "O", "H", "H", "H", "H", "H", "C", "C", "C", "C", "C", "C", "N", "O", "O", "H", "H", "H", "H", "H", "C", "C", "C", "C", "C", "C", "N", "O", "O", "H", "H", "H", "H", "H"], "positions_angstrom": [[-8.39, -1.45, 4.42], [-7.37, -1.08, 3.43], [-6.86, 0.53, 3.73], [-5.73, 1.22, 3.52], [-5.55, 2.49, 3.92], [-4.33, 2.83, 3.54], [-3.73, 1.83, 2.92], [-4.62, 0.80, 2.88], [-4.17, -0.59, 2.09], [-7.88, -1.04, 2.13], [-6.21, -1.84, 3.49], [-7.58, 1.08, 4.19], [-3.87, 3.79, 3.70], [-2.80, 1.74, 2.52], [2.79, 1.18, 0.86], [3.00, 0.56, 2.08], [1.92, 0.04, 2.78], [0.66, 0.14, 2.23], [0.43, 0.76, 1.01], [1.52, 1.28, 0.32], [-0.47, -0.42, 2.97], [-0.26, -0.95, 4.03], [-1.60, -0.35, 2.47], [3.64, 1.58, 0.31], [3.99, 0.48, 2.50], [2.06, -0.44, 3.74], [-0.56, 0.82, 0.59], [1.37, 1.76, -0.64], [-2.00, 4.21, -2.25], [-1.42, 5.41, -1.85], [-1.18, 5.65, -0.50], [-1.54, 4.68, 0.42], [-2.12, 3.49, 0.03], [-2.35, 3.25, -1.31], [-1.26, 4.92, 1.85], [-0.74, 5.96, 2.15], [-1.57, 4.06, 2.67], [-2.17, 4.02, -3.30], [-1.14, 6.15, -2.58], [-0.73, 6.57, -0.17], [-2.39, 2.75, 0.77], [-2.79, 2.32, -1.62], [4.07, -0.97, -5.01], [3.19, -1.87, -4.42], [2.04, -1.41, -3.79], [1.80, -0.05, -3.77], [2.66, 0.86, -4.35], [3.81, 0.39, -4.97], [0.58, 0.44, -3.12], [-0.16, -0.38, -2.60], [0.39, 1.64, -3.10], [4.96, -1.34, -5.50], [3.40, -2.93, -4.45], [1.36, -2.10, -3.33], [2.45, 1.92, -4.31], [4.49, 1.09, -5.43], [2.88, -6.95, 0.32], [3.92, -7.04, -0.59], [4.38, -5.90, -1.24], [3.77, -4.69, -0.96], [2.72, -4.58, -0.06], [2.28, -5.72, 0.58], [4.26, -3.48, -1.64], [5.16, -3.60, -2.44], [3.73, -2.42, -1.36], [2.53, -7.84, 0.83], [4.39, -7.99, -0.79], [5.19, -5.95, -1.95], [2.27, -3.62, 0.13], [1.46, -5.66, 1.29]], "nbo_charge": [-1.032, 1.678, -0.906, 0.578, -0.453, 0.289, -0.334, -0.223, 0.322, -0.070, -0.073, 0.467, 0.268, 0.479, -0.156, -0.204, -0.190, 0.063, -0.213, -0.201, 0.531, -0.327, -0.493, 0.231, 0.233, 0.251, 0.238, 0.235, -0.158, -0.195, -0.201, 0.074, -0.218, -0.192, 0.527, -0.321, -0.461, 0.234, 0.234, 0.257, 0.198, 0.228, -0.161, -0.197, -0.199, 0.070, -0.211, -0.207, 0.524, -0.387, -0.404, 0.228, 0.228, 0.246, 0.246, 0.227, -0.173, -0.202, -0.209, 0.082, -0.216, -0.208, 0.519, -0.375, -0.388, 0.225, 0.229, 0.253, 0.245, 0.222], "charge": 1}

***

The following HOMO level values (in eV) correspond, in order, to the records above: -7.79 -4.77 -11.66.
The following frontier orbital gap values (in eV) correspond, in order, to the records above: 8.180 6.154 8.227.